Record 1
{"formula": "C8H15BiClI2N2OPS", "method": "ωB97M-V/def2-TZVPD", "symbols": ["I", "I", "Bi", "P", "C", "C", "H", "H", "H", "C", "H", "H", "H", "H", "H", "H", "C", "O", "Cl", "C", "N", "C", "C", "N", "C", "S", "H", "H", "H", "H", "H", "H"], "positions_angstrom": [[-1.861, -1.914, -0.724], [-1.882, 1.560, -0.680], [2.605, 0.170, 0.140], [0.888, -0.187, -2.680], [-0.628, -0.207, -3.713], [1.689, 1.176, -3.613], [2.715, -1.710, -3.205], [1.692, -1.397, -4.625], [1.086, -2.499, -3.388], [1.686, -1.599, -3.553], [2.723, 1.279, -3.280], [1.666, 0.931, -4.675], [-0.358, -0.198, -4.778], [-1.230, 0.688, -3.511], [1.101, 2.084, -3.449], [-1.215, -1.115, -3.524], [-3.093, -0.193, -0.142], [-4.130, -0.129, 0.425], [4.819, -0.423, -0.809], [-0.611, -1.413, 4.586], [-0.675, -0.089, 3.993], [-1.676, 0.861, 4.229], [-1.343, 1.968, 3.512], [-0.144, 1.700, 2.880], [0.255, 0.417, 3.137], [1.719, -0.364, 2.641], [-0.778, -2.195, 3.843], [0.354, -1.599, 5.071], [-1.395, -1.477, 5.350], [-2.522, 0.636, 4.859], [-1.829, 2.934, 3.435], [0.373, 2.307, 2.249]], "lowdin_charge": [0.784, 0.730, 1.098, 0.639, -0.332, -0.279, 0.032, 0.061, 0.053, -0.274, 0.036, 0.062, 0.070, 0.001, 0.052, -0.002, -1.194, -0.016, -0.101, -0.002, -0.098, 0.027, -0.022, 0.081, -0.684, 0.503, 0.108, 0.105, 0.114, 0.149, 0.146, 0.154], "de_lowest_ev": 1.224, "homo_lumo_gap_ev": 5.37, "fmax_ev_per_a": 2.8, "homo_energy_ev": -15.235, "charge": 2, "multiplicity": 1, "lumo_energy_ev": -9.869}

Record 2
{"formula": "C7H14N2O", "method": "ωB97M-V/def2-TZVPD", "symbols": ["O", "N", "N", "C", "C", "C", "C", "C", "C", "C", "H", "H", "H", "H", "H", "H", "H", "H", "H", "H", "H", "H", "H", "H"], "positions_angstrom": [[-1.580, -2.156, -0.291], [-0.716, 0.015, -0.547], [0.086, -0.222, 0.575], [-1.027, -1.292, -1.226], [-0.792, -2.388, 0.800], [-0.500, -1.126, 1.531], [-0.119, 0.898, -1.542], [0.540, 0.970, 1.282], [0.662, 2.089, -0.936], [1.415, 1.529, 0.242], [-1.720, -1.051, -2.025], [-0.072, -1.717, -1.626], [0.160, -2.952, 0.507], [-1.341, -3.067, 1.393], [-1.510, -0.815, 1.886], [0.137, -1.268, 2.383], [0.732, 0.260, -1.961], [-0.778, 1.391, -2.276], [1.016, 0.773, 2.201], [-0.316, 1.684, 1.447], [1.454, 2.408, -1.584], [0.000, 2.850, -0.734], [2.224, 0.822, -0.171], [2.045, 2.366, 0.672]], "lowdin_charge": [-0.095, -0.104, -0.157, -0.178, -0.253, -0.170, -0.175, -0.183, -0.192, -0.241, 0.133, 0.135, 0.147, 0.109, 0.140, 0.121, 0.129, 0.128, 0.106, 0.147, 0.106, 0.081, 0.143, 0.121], "de_lowest_ev": 2.896, "homo_lumo_gap_ev": 8.61, "fmax_ev_per_a": 4.7, "homo_energy_ev": -7.461, "multiplicity": 1, "smiles": "C1CCN2COCCN2C1", "lumo_energy_ev": 1.154}

Record 3
{"formula": "C4H12N2S", "method": "ωB97M-V/def2-TZVPD", "symbols": ["C", "C", "C", "C", "N", "N", "S", "H", "H", "H", "H", "H", "H", "H", "H", "H", "H", "H", "H"], "positions_angstrom": [[-0.226, 0.359, -0.651], [0.773, 0.903, -1.317], [-1.178, -0.151, 1.828], [-0.023, -0.592, 0.926], [0.521, 1.807, -2.407], [-0.033, -2.048, 0.513], [1.690, -0.296, 1.479], [-1.213, 0.537, -0.734], [1.803, 0.729, -1.201], [-1.250, 0.923, 1.784], [-1.947, -0.533, 1.207], [-1.445, -0.497, 2.822], [0.459, 1.372, -3.463], [1.265, 2.535, -2.475], [-0.428, 2.224, -2.377], [-0.760, -2.310, -0.129], [0.842, -2.443, 0.079], [-0.102, -2.530, 1.359], [1.251, 0.011, 2.755]], "lowdin_charge": [0.064, -0.130, -0.048, -0.684, 0.177, 0.183, 0.860, 0.070, 0.107, 0.106, 0.075, 0.117, 0.270, 0.198, 0.186, 0.168, 0.190, 0.140, -0.048], "de_lowest_ev": 2.621, "homo_lumo_gap_ev": 9.82, "fmax_ev_per_a": 5.6, "homo_energy_ev": -17.318, "charge": 2, "multiplicity": 1, "smiles": "C[C@]([NH3+])(S)/C=C/[NH3+]", "lumo_energy_ev": -7.498}